[1]
Here is a 2-piece molecular cluster, C5H14NS overall in a non-equilibrium geometry from the OMol25 dataset. Energies are from ωB97M-V/def2-TZVPD.

Output
Multiplicity   1
Relative energy (zero: lowest compared OMol25 entry of this formula, charge and spin)   5.092 eV
Total charge   +1
Molecular weight   120.2 g mol⁻¹
F_max   4.898 eV/A
E   -17726.18761 eV
Gap between HOMO and LUMO   5.0 eV
Highest occupied orbital energy   -12.97 eV

Each line ends with the natural charge from an NBO analysis.
Atoms and positions in Å:
C: 0.83 2.61 1.55  -0.614
C: 0.35 1.18 1.21  0.001
C: -0.62 1.27 0.00  -0.578
C: -1.18 -0.02 -0.39  0.158
S: 0.89 -2.64 -1.64  0.073
C: -0.75 -3.45 -1.54  -0.725
N: 1.58 0.38 1.02  -0.730
H: 1.58 2.39 2.31  0.256
H: 0.09 3.31 1.96  0.237
H: 1.30 3.02 0.66  0.214
H: -0.16 0.64 2.00  0.221
H: -1.40 1.94 0.33  0.306
H: -0.05 1.79 -0.78  0.267
H: -2.21 -0.16 -0.03  0.239
H: -0.91 -0.26 -1.41  0.218
H: -1.56 -3.01 -2.11  0.227
H: -0.94 -3.44 -0.47  0.220
H: -0.53 -4.46 -1.88  0.249
H: 1.22 -0.43 0.51  0.344
H: 0.27 -1.48 -1.62  0.050
H: 2.21 0.79 0.33  0.367



[2]
Here is a 2-piece molecular cluster, C3H4BrN overall in a non-equilibrium geometry from the OMol25 dataset. Energies are from ωB97M-V/def2-TZVPD.

Output
Multiplicity   1
Relative energy (zero: lowest compared OMol25 entry of this formula, charge and spin)   2.520 eV
Molecular weight   134.0 g mol⁻¹
F_max   3.107 eV/A
SMILES   C=C=C=N.Br
E   -74705.30685 eV
Gap between HOMO and LUMO   8.8 eV
Highest occupied orbital energy   -9.15 eV

Each line ends with the natural charge from an NBO analysis.
Atoms and positions in Å:
C: 0.75 1.98 0.28  -0.316
C: 0.47 0.70 0.12  -0.162
C: 0.60 -0.59 0.22  0.336
N: 0.23 -1.75 0.04  -0.638
H: -0.05 2.65 -0.09  0.214
H: 1.62 2.40 0.66  0.210
H: 0.69 -2.54 0.36  0.388
Br: -2.87 -1.51 -0.67  -0.270
H: -1.43 -1.35 -0.91  0.238